Record 1
Molecular formula: C2H3N3O
Method: DFT, wB97M-V/def2-TZVPD

Summary:
Lowest unoccupied orbital energy = 0.0244 hartree
HOMO energy = -9.38 eV
M = 85.1 g/mol
Kohn-Sham gap = 10.05 eV
ΔE to the lowest compared entry with this formula, charge and spin = 259.2 kJ/mol
Structure (SMILES) = [H]/N=c1/nco[nH]1
Total charge = 0

Positions of all 9 atoms, in Å:
1 C 0.789272 -0.258378 -0.001875
2 C -1.352139 -0.772454 0.001167
3 H 2.398932 0.574685 -0.026695
4 H -2.356034 -1.265683 -0.069547
5 H 0.164306 1.959328 0.056224
6 N 2.047451 -0.379493 -0.050696
7 N -0.250328 -1.332429 0.067882
8 N -0.016202 0.928240 0.089904
9 O -1.425254 0.546187 -0.066363

Cartesian forces (eV/Å) of the 2 atoms listed first:
-2.7 0.0 0.6
-2.6 -0.4 -0.4

=====

Record 2
Molecular formula: C26H31N3O2S
Method: DFT, wB97M-V/def2-TZVPD

Summary:
Lowest unoccupied orbital energy = 0.0230 hartree
HOMO energy = -7.55 eV
M = 449.6 g/mol
Kohn-Sham gap = 8.18 eV
ΔE to the lowest compared entry with this formula, charge and spin = 85.0 kJ/mol
Structure (SMILES) = COc1cccc([C@H](c2c(NC(=O)c3ccccc3)sc(C)c2C)N2CCN(C)CC2)c1
Total charge = 0

Positions of all 63 atoms, in Å:
1 C 2.953374 3.855272 -1.760960
2 H 2.949994 2.854777 -2.206138
3 O 2.949154 3.795752 -0.355349
4 C 1.887526 3.213014 0.268155
5 C 1.929244 3.205482 1.663104
6 C 0.891149 2.644318 2.378815
7 C -0.182055 2.063811 1.723699
8 C -0.221075 2.040764 0.333651
9 C 0.805998 2.637320 -0.388660
10 H 0.731867 2.648791 -1.462627
11 C -1.407237 1.404012 -0.371853
12 C -1.846243 0.135966 0.332782
13 C -0.993560 -0.855797 0.739580
14 N 0.388551 -0.833448 0.713133
15 C 1.141847 -1.878818 1.145811
16 O 0.627197 -2.927536 1.497823
17 C 2.609269 -1.653974 1.119322
18 C 3.432311 -2.772437 1.008242
19 C 4.806114 -2.629747 0.974428
20 C 5.372874 -1.368284 1.061872
21 C 4.561345 -0.253246 1.194421
22 C 3.185170 -0.389704 1.224523
23 H 2.577227 0.493627 1.363952
24 H 4.999773 0.730120 1.278471
25 H 6.446444 -1.254026 1.036552
26 H 5.436636 -3.501525 0.883014
27 H 2.969975 -3.746171 0.947981
28 H 0.816227 0.049657 0.469982
29 S -1.809992 -2.232902 1.392555
30 C -3.340192 -1.435196 1.171897
31 C -3.206012 -0.195402 0.618993
32 C -4.353793 0.743813 0.406096
33 H -4.177855 1.677288 0.941458
34 H -4.493245 0.979164 -0.647844
35 H -5.272818 0.303692 0.781434
36 C -4.590615 -2.129351 1.593096
37 H -5.074799 -1.597674 2.413058
38 H -5.298584 -2.198043 0.766862
39 H -4.353673 -3.135066 1.930191
40 N -1.163631 1.291205 -1.805296
41 C -0.228422 0.303955 -2.306294
42 C -0.846770 -1.064771 -2.614946
43 N -1.951450 -0.901667 -3.543320
44 C -2.518157 -2.176456 -3.922820
45 H -3.319142 -2.009594 -4.641984
46 H -1.745348 -2.782393 -4.393801
47 H -2.925458 -2.733167 -3.063379
48 C -2.946887 -0.025719 -2.951243
49 C -2.313117 1.343326 -2.681513
50 H -3.054173 2.032541 -2.272694
51 H -1.964946 1.742774 -3.641669
52 H -3.772170 0.091579 -3.658520
53 H -3.344986 -0.456944 -2.016484
54 H -0.088142 -1.696291 -3.084950
55 H -1.176455 -1.559652 -1.685767
56 H 0.602613 0.182972 -1.612453
57 H 0.167897 0.702278 -3.249496
58 H -2.232093 2.122418 -0.280573
59 H -0.987581 1.622500 2.290814
60 H 0.919242 2.654639 3.457932
61 H 2.776153 3.653695 2.157374
62 H 3.876451 4.366033 -2.030528
63 H 2.099788 4.424763 -2.141684

Cartesian forces (eV/Å) of the 2 atoms listed first:
0.0 0.0 -0.3
0.0 0.0 0.0

=====

Record 3
Molecular formula: C22H16Cl3MgN4O5S2
Method: DFT, wB97M-V/def2-TZVPD

Summary:
Lowest unoccupied orbital energy = 0.0763 hartree
HOMO energy = -4.08 eV
M = 611.2 g/mol
Kohn-Sham gap = 6.16 eV
ΔE to the lowest compared entry with this formula, charge and spin = 122.5 kJ/mol
Total charge = -1

Positions of all 53 atoms, in Å:
1 Mg 0.950692 -1.122137 -0.588112
2 S 2.706264 -2.622608 0.207948
3 C 3.779409 -1.630816 -0.668440
4 S 3.162162 -0.398887 -1.703266
5 C 5.155202 -1.766065 -0.526882
6 C 6.054817 -0.929002 -1.194088
7 N 6.834894 -0.256559 -1.711989
8 C 5.725070 -2.705768 0.335894
9 N 6.232804 -3.471693 1.032042
10 O -0.048655 -2.748335 -1.401131
11 C -0.695583 -3.766015 -0.687001
12 C -2.187645 -3.482283 -0.490441
13 C -2.439419 -2.052761 0.009271
14 C -1.772673 -1.806365 1.326089
15 C -2.504881 -1.776933 2.508770
16 C -1.840682 -1.594941 3.707718
17 C -0.464833 -1.439729 3.687703
18 C 0.184799 -1.472583 2.462034
19 N -0.454438 -1.653398 1.320567
20 H -0.408847 -2.676594 -2.291594
21 H -0.182189 -3.804654 0.275471
22 H -0.567179 -4.732780 -1.194812
23 H -2.594375 -4.201860 0.224149
24 H -2.713633 -3.612175 -1.439881
25 H -3.515214 -1.887612 0.099113
26 H -2.026233 -1.344928 -0.709784
27 H -3.576766 -1.901200 2.482788
28 H -2.389048 -1.589024 4.638060
29 H 0.093643 -1.293619 4.598788
30 H 1.258231 -1.361197 2.383320
31 Cl 1.067456 1.890848 -3.263876
32 C 0.595665 0.536748 -4.393756
33 Cl -1.171540 0.565129 -4.559216
34 Cl 1.339546 0.825674 -5.978319
35 C 1.012500 -0.731585 -3.880952
36 N 1.579669 -1.456153 -3.163097
37 O -0.516664 0.208860 -1.139514
38 C 0.000753 0.937557 -0.267123
39 O 0.950727 0.577173 0.443692
40 C -0.559332 2.305815 -0.041124
41 C -1.499973 2.833660 -0.910953
42 C -2.047576 4.094472 -0.703421
43 C -1.612109 4.785186 0.401371
44 O -1.995453 6.029036 0.838892
45 C -1.235776 6.276713 2.001632
46 O -0.431374 5.159965 2.291833
47 C -0.661105 4.258176 1.276669
48 C -0.112517 3.020010 1.074887
49 H -1.801491 2.237274 -1.757358
50 H -2.774174 4.517132 -1.376282
51 H -1.916087 6.473991 2.846900
52 H -0.596940 7.161144 1.837485
53 H 0.630103 2.595694 1.729325

Cartesian forces (eV/Å) of the 2 atoms listed first:
0.6 -0.9 0.0
-0.3 -0.5 0.5

=====

Record 4
Molecular formula: C68H54N4O4P2Ta
Method: DFT, wB97M-V/def2-TZVPD

Summary:
Lowest unoccupied orbital energy = -0.1182 hartree
HOMO energy = -9.96 eV
M = 1234.1 g/mol
Kohn-Sham gap = 6.75 eV
Total charge = +1

Positions of all 133 atoms, in Å:
1 Ta 0.191940 -0.245264 -0.212810
2 O 4.007466 -0.725815 -2.311938
3 C 2.919518 -0.125799 -1.600164
4 N 1.921724 -0.985058 -0.963894
5 C 2.335625 -2.358106 -0.988863
6 C 3.597469 -2.769121 -0.566555
7 C 4.082079 -4.019034 -0.907170
8 C 3.306907 -4.865162 -1.690380
9 C 2.009066 -4.515131 -2.017128
10 C 1.490303 -3.280833 -1.618313
11 N 0.143383 -2.940940 -1.618504
12 C -0.809708 -3.644039 -2.296869
13 O -0.675945 -4.458869 -3.185913
14 C -2.170622 -3.186827 -1.798848
15 C -3.290498 -4.135812 -2.040561
16 C -4.417260 -4.050631 -1.340618
17 C -4.641040 -2.979085 -0.314372
18 C -3.521686 -1.077423 -0.100516
19 N -2.233178 -1.208767 -0.861380
20 C 2.236473 0.874838 -2.504269
21 C 2.669891 1.106117 -3.799491
22 C 2.077419 2.130466 -4.517245
23 C 1.088054 2.892181 -3.914033
24 C 0.683355 2.554582 -2.637857
25 N 1.238558 1.555724 -1.947120
26 H 4.218751 -2.104788 0.020408
27 H 5.072892 -4.313761 -0.587811
28 H 3.697824 -5.823355 -2.006332
29 H 1.370362 -5.200968 -2.551638
30 H -3.126206 -4.892493 -2.798190
31 H -5.224966 -4.750724 -1.517664
32 H -5.455998 -3.256156 0.350828
33 H -3.578985 -0.169094 0.496653
34 H 3.450969 0.492751 -4.220223
35 H 2.397078 2.342791 -5.528895
36 H 0.618560 3.718566 -4.428574
37 H -0.107805 3.103071 -2.145206
38 C 0.398570 -7.298830 0.827934
39 C 1.424650 -6.388805 1.029565
40 C 1.190389 -5.028956 0.891616
41 C -0.074543 -4.571704 0.540147
42 C -1.104589 -5.488046 0.332188
43 C -0.865257 -6.845876 0.478593
44 P -0.450033 -2.786968 0.426254
45 C -2.091313 -2.618421 -0.361000
46 C -3.381749 -2.516983 0.458626
47 C -4.809774 -1.493846 -0.856123
48 C -4.788361 -1.326207 -2.333210
49 C -3.642334 -1.408292 -2.989892
50 C -2.362849 -1.688663 -2.284503
51 C -0.821045 -2.585121 2.243813
52 C -1.279892 -3.613877 3.033915
53 C -1.468070 -3.461398 4.418753
54 C -1.199249 -2.261516 5.006154
55 C -0.748869 -1.168514 4.231727
56 C -0.543968 0.088293 4.839974
57 C -0.188820 1.163753 4.082507
58 C 0.033520 0.998276 2.706093
59 C -0.068794 -0.213637 2.062547
60 C -0.529042 -1.328156 2.829908
61 H 0.581218 -8.358489 0.947822
62 H 2.416711 -6.735455 1.288562
63 H 1.996600 -4.326497 1.066734
64 H -2.097856 -5.155637 0.058102
65 H -1.675122 -7.546835 0.323700
66 H -3.323750 -2.744643 1.517356
67 H -5.677063 -1.004260 -0.416592
68 H -5.727406 -1.167101 -2.849023
69 H -3.593527 -1.320477 -4.068090
70 H -1.518529 -1.333956 -2.871181
71 H -1.503269 -4.576755 2.596598
72 H -1.817631 -4.299022 5.007862
73 H -1.331628 -2.120052 6.072042
74 H -0.707483 0.185984 5.906494
75 H -0.076552 2.144808 4.527920
76 H 0.259533 1.888985 2.139218
77 C -5.774118 5.773819 -0.846486
78 C -4.706346 4.719186 -0.877946
79 C -4.605761 3.827450 -1.930743
80 C -3.616999 2.851922 -1.989920
81 C -3.574238 2.019657 -3.240407
82 C -2.711455 2.727662 -0.915017
83 C -2.793226 3.642758 0.164921
84 C -1.863489 3.639365 1.348780
85 C -3.775248 4.618371 0.148778
86 C -1.685013 1.653418 -0.903760
87 O -1.309009 1.025330 -1.912369
88 O -1.122167 1.326390 0.217379
89 H -6.436114 5.692291 -1.706340
90 H -5.328947 6.770100 -0.849514
91 H -6.372176 5.688737 0.061792
92 H -5.312303 3.891849 -2.750573
93 H -4.579657 1.896022 -3.642158
94 H -3.138366 1.047003 -3.080985
95 H -2.969887 2.524140 -3.999147
96 H -0.824695 3.548614 1.041825
97 H -2.083207 2.800931 2.010876
98 H -1.978577 4.564847 1.910891
99 H -3.820380 5.319474 0.974601
100 C 5.616142 1.208675 -2.340972
101 C 4.993010 0.067950 -1.592391
102 C 3.927405 0.511265 -0.602663
103 C 3.683818 1.944449 -0.328070
104 C 4.369495 2.871358 -0.998619
105 C 5.367267 2.476463 -2.005078
106 P 2.240047 1.992568 0.781870
107 C 1.818102 3.751202 1.001477
108 C 1.456136 4.253380 2.252774
109 C 1.059958 5.573576 2.391704
110 C 0.998078 6.405814 1.283434
111 C 1.315063 5.905009 0.029239
112 C 1.715497 4.584955 -0.112647
113 C 3.130602 1.512120 2.321131
114 C 3.872380 2.419637 3.073593
115 C 4.519849 2.004867 4.228307
116 C 4.454369 0.678944 4.630047
117 C 3.760362 -0.242573 3.859307
118 C 3.100073 0.173988 2.714252
119 H 6.337798 0.963439 -3.111129
120 H 5.775290 -0.589764 -1.206105
121 H 3.951926 -0.064411 0.319297
122 H 4.199145 3.928932 -0.847175
123 H 5.898377 3.274741 -2.509354
124 H 1.482877 3.609646 3.122934
125 H 0.792112 5.952051 3.369594
126 H 0.700616 7.440137 1.393760
127 H 1.249289 6.541071 -0.843934
128 H 1.942241 4.203019 -1.098216
129 H 3.959926 3.450605 2.756208
130 H 5.081619 2.721084 4.813739
131 H 4.945519 0.363255 5.541059
132 H 3.720992 -1.282903 4.155141
133 H 2.541402 -0.549022 2.131353

Cartesian forces (eV/Å) of the 2 atoms listed first:
-1.4 0.1 -0.1
-0.2 -0.1 -0.2

=====

Record 5
Molecular formula: C10H6INO2
Method: DFT, wB97M-V/def2-TZVPD

Summary:
Lowest unoccupied orbital energy = -0.0497 hartree
HOMO energy = -9.08 eV
M = 299.1 g/mol
Kohn-Sham gap = 7.73 eV
Structure (SMILES) = O=C1NC(=O)C(c2ccccc2)=C1I
Total charge = 0

Positions of all 20 atoms, in Å:
1 C -1.473711 -1.576678 -0.211364
2 C -1.451132 -0.462924 -0.995153
3 C -0.451996 -1.776177 0.685832
4 C -0.373787 0.436348 -0.947157
5 C 0.609018 -0.903372 0.843809
6 C 0.687799 0.162256 -0.088477
7 C 1.848423 1.089868 -0.166431
8 C 3.209997 0.797331 0.006412
9 C 1.804086 2.418512 -0.779672
10 C 3.991225 1.996636 -0.217258
11 N 3.049382 2.922511 -0.758890
12 O 0.827788 3.018696 -1.149730
13 O 5.155204 2.237898 0.001402
14 I 4.075651 -1.045035 0.383974
15 H -2.146699 -2.374960 -0.194215
16 H -2.373009 -0.046894 -1.548114
17 H -0.262954 -2.783441 1.057664
18 H -0.363291 1.367950 -1.428559
19 H 1.437301 -1.305696 1.404066
20 H 3.466727 3.788432 -1.189100

Cartesian forces (eV/Å) of the 2 atoms listed first:
0.9 0.0 0.6
-1.9 2.8 -1.2